# C16H29O13P2

A cluster of 5 separate species, C16H29O13P2 in total (ωB97M-V with the def2-TZVPD basis set, OMol25).

```
60
Properties=species:S:1:pos:R:3:lowdin_charge:R:1
H 2.3538 8.0553 -1.1680 0.13
H 3.1393 -2.4050 3.0297 0.14
C -0.8556 2.4976 -0.6578 -0.54
P 0.5850 -0.7341 -0.3690 0.65
H -0.5469 -1.4452 -0.8105 -0.01
C -2.1495 2.6054 -1.4748 -0.10
H -1.7555 0.2188 1.3162 0.03
C 2.9469 6.7648 0.5188 -0.10
O -0.1290 5.3337 0.9038 0.14
P 0.2431 1.2451 -1.3976 1.00
C 2.7076 -0.8978 4.5829 -0.09
H 0.4201 -3.3847 -1.8595 0.10
H -3.5833 -4.9539 -0.5553 0.14
H -2.9768 1.2714 0.6016 0.06
C -2.9454 -2.1885 -0.8310 -0.57
H 3.6207 7.2183 1.2390 0.14
H -0.0686 1.9436 1.2934 0.10
O -2.2691 -3.3264 -0.5710 0.04
C 2.0184 7.7405 -0.1850 -0.10
C -3.6903 -3.6971 -2.3290 -0.08
H 2.5204 -4.5240 -2.4437 0.14
C -1.0297 2.2524 0.8595 -0.26
O -2.6694 -1.1282 -0.3494 0.10
C -2.9219 -4.4223 -1.2390 -0.08
O 0.8220 6.9568 -0.3301 0.07
H -3.0852 -3.5432 -3.2240 0.14
C 0.6847 -0.5518 3.6376 -0.58
H -4.6366 -4.1547 -2.5973 0.14
H 0.0054 -4.6405 -0.6812 0.13
H 3.5423 -0.2561 4.8461 0.14
O -0.0542 -7.2614 -3.4651 0.19
O 1.9286 -1.2429 -0.7397 -0.45
H 0.3497 -0.4037 0.9697 -0.01
O 2.0202 5.9184 1.2186 0.06
O 1.5040 -0.1110 4.5994 0.08
O 1.6134 -6.3671 -2.2207 0.07
H -2.7552 1.6991 -1.4191 0.07
H 2.6070 -1.7031 5.3103 0.14
C 1.8902 -5.0468 -1.7237 -0.09
O 1.3259 -1.4435 2.8350 0.00
H -0.3015 3.4379 -0.7721 0.10
H -2.7410 3.4300 -1.0702 0.10
C 0.4193 -6.3662 -2.8535 -0.56
H -0.1878 0.9228 -2.6914 0.02
O -3.9137 -2.4046 -1.7338 0.08
H 3.2247 -0.7145 2.4706 0.13
H 2.4044 -5.1309 -0.7714 0.13
H -1.2178 3.2385 1.2879 0.10
O -0.4414 -0.2100 3.4567 0.16
H 1.7840 8.6103 0.4287 0.14
C 0.8176 6.0062 0.6210 -0.57
H -2.4720 1.4796 2.2685 0.09
H 3.5108 6.1513 -0.1849 0.13
O -0.1832 -5.1588 -2.6644 0.02
H -1.9529 2.8259 -2.5267 0.08
C 0.4945 -4.4456 -1.6392 -0.14
C 2.7275 -1.4078 3.1508 -0.10
C -2.1131 1.2512 1.2640 -0.10
H -2.1535 -5.0855 -1.6170 0.11
H 1.5686 1.6817 -1.5436 0.01
```

## Properties
frontier orbital gap = 10.414 eV
HOMO energy = -13.1854 eV
charge = +1
E_tot = -62251.007 eV
E_LUMO = -2.77 eV

# C16H30AlN2O3S

A structure of composition C16H30AlN2O3S in a non-equilibrium geometry (ωB97M-V with the def2-TZVPD basis set, OMol25).

```
53
Properties=species:S:1:pos:R:3:lowdin_charge:R:1
H 5.2212 -0.8759 -5.7868 0.08
H -0.3532 -5.7620 7.3531 0.05
H -2.1542 0.5966 -0.2219 0.04
H -2.0970 -5.7438 6.9981 0.05
O 0.2353 -0.9591 -2.0996 -0.26
C 2.9859 -1.2224 -5.7404 -0.08
H -3.3422 -3.7186 5.9867 0.05
C 0.0595 0.5634 2.7813 -0.22
O 0.9572 3.3445 2.1598 0.06
C -0.1499 1.3344 0.4288 -0.26
H 0.5603 2.1088 0.0267 0.11
H 0.3221 2.6714 -5.6131 0.10
H 3.0301 -2.3220 -5.8958 0.08
H 1.3351 1.9459 -3.0952 0.05
C 0.2714 1.9899 -3.4794 -0.22
H -0.0305 -1.6588 -2.7208 -0.02
N -2.3265 0.0324 -3.4514 -0.09
C -1.1232 -5.3523 6.7001 -0.28
H -2.7013 -0.7839 -2.9500 -0.04
H 0.7628 -1.1439 -5.5689 0.10
Al -0.7817 0.5807 -2.4226 0.15
H -0.8735 3.4707 4.3332 0.08
C 4.2066 -0.4151 -5.6839 -0.12
C 2.8932 1.7301 -5.2585 -0.05
H -0.0823 3.0382 -3.2589 0.04
S -1.1191 -3.5568 6.8719 0.79
C -1.0280 -0.3194 3.5370 -0.10
C 1.6613 0.9034 -5.3143 -0.21
H 5.0919 1.6309 -5.3753 0.08
H -2.1160 -3.6645 4.6853 0.06
H -2.1890 3.4698 3.0874 0.07
H -1.8266 2.3432 -0.7359 0.04
N -0.5578 1.5582 1.8456 -0.10
H -0.9073 -5.6266 5.6666 0.06
C -1.1122 3.7125 3.2539 -0.01
H -2.5586 -2.1797 5.5593 0.04
C 0.3173 1.6867 -5.0606 -0.23
H -1.3995 0.2136 4.4621 0.06
H -1.9459 -0.3226 -4.3405 -0.05
H -0.5048 -1.2436 3.9153 0.06
H -1.9042 -0.5368 2.8787 0.07
C -1.3762 1.3250 -0.5892 -0.21
H 0.3644 0.3429 0.2633 0.10
C 4.1560 1.0314 -5.4468 -0.11
C 1.6966 -0.5261 -5.5510 -0.04
H -0.8406 4.7827 3.0964 0.07
O 0.1601 -3.0572 6.3001 -0.55
H 0.8514 -0.0706 2.3134 0.12
C -2.4127 -3.2554 5.6520 -0.27
H 2.8041 2.8230 -5.0484 0.11
H 0.5786 1.1452 3.6031 0.11
H -0.5689 1.0903 -5.3977 0.08
C -0.1395 2.8515 2.3476 -0.46
```

## Properties
frontier orbital gap = 6.540 eV
HOMO energy = -4.5136 eV
charge = -1
E_tot = -43634.432 eV
E_LUMO = 2.03 eV

# C16H30BF6N4O9P

A cluster of 3 separate species, C16H30BF6N4O9P in total in a non-equilibrium geometry (ωB97M-V with the def2-TZVPD basis set, OMol25).

```
67
Properties=species:S:1:pos:R:3:lowdin_charge:R:1
C -4.3740 -2.3488 5.1432 -0.40
H 3.0573 0.8323 -0.0533 0.09
F 5.7231 -1.3883 -0.1038 0.16
O -4.4797 -1.0451 5.3617 0.03
H -4.0849 0.2468 -2.2498 0.06
H -2.4274 -0.7619 5.5906 0.13
P -0.6575 2.5612 -1.8641 0.96
H -1.1118 -0.2457 0.6606 0.14
F -5.9129 -3.0829 6.7869 0.16
H 0.4026 3.2900 -3.8376 0.04
H 3.6011 -0.7702 0.4096 0.06
F -6.7449 -2.3699 4.9101 0.16
H -3.9490 1.8083 -1.9254 0.06
H 0.2129 1.5668 -3.9061 0.04
H 5.0283 0.8037 -4.2894 0.07
C -3.0724 0.0127 3.6724 -0.06
C -5.7131 -3.0336 5.4565 -0.53
O -0.5946 1.3156 1.7510 0.06
C 1.5708 -2.0453 -0.1290 -0.07
C 5.9566 -1.0855 -4.7842 -0.19
H 6.6655 -1.4735 -5.5121 0.13
H -2.9288 1.3577 1.5202 0.10
H -2.2131 0.6665 3.5278 0.07
F 6.7793 -2.9813 -1.1296 0.17
H -4.2125 -1.2567 -0.6840 0.08
C 0.5039 2.3767 -3.2626 -0.26
H 1.9978 -0.3178 -2.3386 0.11
H -0.9306 4.4100 -0.7486 0.05
H 0.7727 -2.3835 -0.7788 0.08
F -5.7335 -4.2837 4.9900 0.17
C 0.1042 2.4211 1.4909 -0.63
C -3.6092 0.6374 -0.3189 -0.66
C -0.0988 1.3746 -0.5000 -0.31
O -0.2182 4.0518 -1.2875 -0.29
F 7.6176 -0.9834 -1.0767 0.17
H 1.4806 -2.6233 0.7868 0.09
C -1.1778 0.8172 0.4925 -0.18
H -3.4408 0.6682 5.6826 0.13
N -4.9322 1.1370 0.1460 0.07
C -2.5783 1.4077 0.4959 -0.09
O 0.7923 2.1807 0.3369 0.02
H -2.6743 -1.1625 -0.1932 0.07
H 2.5141 -2.3265 -0.5964 0.08
H 5.3848 0.5892 -6.0069 0.08
H -2.9001 -0.9110 3.1196 0.08
H -5.6119 1.0307 -0.5919 0.06
H 6.6860 0.9387 -4.8533 0.09
B 0.8382 0.1327 -0.8806 -0.56
N 1.4717 -0.6175 0.2059 -0.08
H -4.8723 2.1182 0.3803 0.07
O 6.5359 -1.3527 -3.4914 0.04
N -3.4850 0.9204 -1.7783 0.05
O 1.0434 -0.2911 -2.1822 0.14
C 2.8016 -0.0554 0.5225 -0.05
O 0.1409 3.3918 2.0786 0.24
C 5.7498 0.3988 -4.9985 -0.06
C 5.7070 -1.3346 -2.4616 -0.39
H 2.8138 0.2500 1.5654 0.09
H -3.9565 0.4842 3.2394 0.08
O 4.5282 -1.1200 -2.5006 0.16
H 5.0286 -1.6441 -4.9008 0.13
H 1.5479 2.3092 -2.9753 0.04
C 6.4713 -1.6738 -1.1716 -0.53
N -3.5965 -0.7751 -0.0425 0.10
H -2.5565 2.4345 0.1478 0.11
C -3.2879 -0.2647 5.1440 -0.18
O -3.3928 -2.9331 4.7894 0.17
```

## Properties
frontier orbital gap = 8.304 eV
HOMO energy = -7.9145 eV
charge = 0
E_tot = -67738.243 eV
E_LUMO = 0.39 eV

# C16H30BFMnN2O12

A structure of composition C16H30BFMnN2O12 in a non-equilibrium geometry (ωB97M-V with the def2-TZVPD basis set, OMol25).

```
63
Properties=species:S:1:pos:R:3:lowdin_charge:R:1
H -2.4931 -22.9494 25.5081 0.10
N -2.6483 -18.0435 25.0577 -0.08
H -5.9951 -16.0977 22.7598 0.09
H -3.6035 -17.7763 25.2483 0.11
F 0.4267 -18.6453 25.5150 -0.55
H -3.2647 -16.9489 28.1148 0.12
H 0.3398 -16.2242 26.9223 0.10
C -2.3424 -17.3101 28.5699 -0.17
H -1.9305 -19.3204 23.3622 0.14
Mn -1.3998 -19.1148 26.4727 0.85
C -3.4121 -16.2521 23.2861 -0.21
H -3.9123 -19.1185 27.2682 0.11
C 1.2286 -22.0602 28.9281 -0.35
H -0.3723 -15.5352 28.4213 0.10
C -5.5990 -15.3330 23.4279 -0.09
O -1.9988 -20.8769 25.5372 -0.31
C 4.6287 -19.4340 29.7236 -0.34
O -6.0051 -20.5046 28.0260 -0.18
H -1.0067 -22.3954 26.3110 0.09
C -2.2801 -16.8633 24.2573 -0.14
C -3.5718 -20.8847 28.0683 -0.15
O 0.8209 -23.1645 28.6683 0.13
N -3.0909 -19.5349 27.6830 -0.10
H -6.3310 -14.8835 24.0989 0.09
H -7.7394 -19.4355 28.0769 0.08
O -0.2621 -20.3099 27.8752 0.07
H -5.3629 -14.4248 22.8735 0.09
H -2.0307 -16.0901 24.9840 0.11
C -2.7991 -19.1155 23.9881 -0.17
H -6.6912 -18.9974 29.3812 0.09
H -3.6843 -18.8772 23.3984 0.12
H -2.7322 -21.2088 28.6833 0.13
H -1.9612 -19.0513 29.5379 0.13
H -7.6646 -20.5413 29.3529 0.09
H -3.6802 -18.6424 29.5715 0.12
H -3.9775 -20.2413 25.1363 0.12
H -1.4351 -17.1539 23.6330 0.12
O 2.2888 -21.8308 29.6622 0.25
C -2.8134 -18.7641 28.9219 -0.16
O 3.8028 -20.1226 28.9392 0.25
C 4.0104 -19.3439 31.1195 -0.36
H -4.8547 -20.5255 29.8072 0.11
H -2.8747 -15.4295 22.8144 0.12
H -5.0204 -22.0593 29.1307 0.12
O 2.8109 -19.8981 31.0318 0.24
C -4.9312 -21.0138 28.8357 -0.19
B 2.5712 -20.3711 29.6740 -0.89
C 0.7021 -20.6074 28.5204 -0.39
C -3.0737 -20.4762 24.5741 -0.13
H -3.1675 -21.2606 23.8231 0.14
H -2.3356 -16.7574 29.5094 0.13
O 1.4617 -19.7553 28.9646 0.33
H -3.8338 -16.8603 22.4859 0.11
O -1.1314 -17.3887 27.7827 -0.23
H -1.1121 -15.5067 26.8384 0.08
O 5.7693 -19.0145 29.4927 0.12
C -1.6671 -22.2400 25.4579 -0.07
H -1.0484 -22.4112 24.5769 0.11
C -0.5590 -16.1388 27.5331 -0.09
H -3.6174 -21.6428 27.2865 0.11
C -7.0322 -19.8507 28.7950 -0.09
O 4.6303 -19.0287 32.1318 0.13
O -4.4134 -15.7412 24.0867 -0.20
```

## Properties
frontier orbital gap (spin up / spin down) = 8.108 / 8.551 eV
energy above the lowest of the compared OMol25 structures with the same formula, charge and spin = 74.6 kcal/mol
2S+1 = 6
HOMO energy (spin up / spin down) = -8.5528 / -9.0119 eV
charge = 0
E_tot = -79345.513 eV
E_LUMO (spin up / spin down) = -0.44 / -0.46 eV